Entry 1:
{
  "formula": "C5H6O",
  "method": "wB97M-V/def2-TZVPD",
  "species": ["C", "C", "C", "C", "O", "C", "H", "H", "H", "H", "H", "H"],
  "positions_angstrom": [[0.060, 0.740, -2.456], [-0.215, 0.349, -1.351], [-0.547, -0.128, -0.014], [-0.062, 0.705, 1.192], [0.617, -0.419, 1.761], [0.346, -1.225, 0.607], [0.301, 1.083, -3.439], [-1.612, -0.367, 0.044], [0.627, 1.514, 0.924], [-0.847, 1.095, 1.850], [-0.160, -2.163, 0.866], [1.252, -1.442, 0.028]],
  "atomic_forces_ev_per_a": [[-0.1, -0.1, 0.4], [0.1, 0.1, -0.4], [-0.1, 0.0, -0.1], [-0.1, 0.4, 0.0], [0.0, -0.1, 0.1], [0.0, -0.3, -0.2], [0.0, -0.1, 0.2], [0.2, 0.0, 0.0], [0.0, -0.1, 0.0], [0.1, -0.1, -0.1], [0.1, 0.2, 0.0], [-0.1, 0.1, 0.1]],
  "smiles": "C#CC1COC1",
  "gap_ev": 10.953,
  "relative_energy_kj_mol": 264.4,
  "total_energy_ha": -269.24554
}

=====

Entry 2:
{
  "formula": "C5H6O",
  "method": "wB97M-V/def2-TZVPD",
  "species": ["O", "C", "C", "C", "C", "C", "H", "H", "H", "H", "H", "H"],
  "positions_angstrom": [[2.278, 0.281, 0.036], [1.135, 0.297, -0.311], [0.017, 1.265, 0.222], [-0.703, 0.178, 0.953], [-0.664, -0.989, 0.296], [0.072, -0.883, -0.989], [-0.493, 1.684, -0.655], [0.330, 2.086, 0.874], [-0.922, 0.266, 2.007], [-0.868, -1.951, 0.752], [0.284, -1.885, -1.403], [-0.467, -0.350, -1.783]],
  "atomic_forces_ev_per_a": [[-0.9, -0.3, -0.9], [-0.3, -0.6, 0.0], [0.3, -0.1, -0.1], [-0.2, -0.2, 0.2], [-0.1, 0.2, 0.3], [0.7, 0.4, 0.2], [-0.1, -0.1, 0.2], [0.3, -0.3, -0.2], [-0.3, 0.1, 0.0], [-0.3, 0.1, -0.1], [0.9, 0.7, 0.3], [0.0, 0.1, 0.3]],
  "smiles": "O=C1CC=CC1",
  "gap_ev": 10.542,
  "relative_energy_kj_mol": 130.2,
  "total_energy_ha": -269.29664
}

=====

Entry 3:
{
  "formula": "C5H6O2",
  "method": "wB97M-V/def2-TZVPD",
  "species": ["O", "C", "C", "C", "O", "C", "C", "H", "H", "H", "H", "H", "H"],
  "positions_angstrom": [[-0.224, 1.485, 1.035], [0.139, 1.293, -0.302], [0.805, -0.074, -0.604], [1.378, -0.804, 0.447], [0.403, -1.412, 1.053], [-0.625, -1.092, 0.045], [-1.835, -1.332, -0.063], [-0.996, 0.928, 1.208], [-0.722, 1.377, -0.981], [0.854, 2.087, -0.542], [1.365, -0.022, -1.544], [2.388, -1.013, 0.788], [-2.822, -1.372, -0.472]],
  "atomic_forces_ev_per_a": [[-0.2, -0.1, 0.1], [0.1, 0.1, -0.3], [0.2, 0.0, 0.0], [0.0, 0.0, 0.0], [0.1, 0.1, -0.1], [-0.5, -0.1, 0.0], [0.3, 0.0, 0.1], [0.1, 0.1, 0.0], [0.1, 0.0, 0.1], [-0.1, -0.1, 0.0], [-0.1, 0.0, 0.1], [-0.1, 0.1, -0.1], [0.2, 0.1, 0.0]],
  "gap_ev": [7.004, 7.000],
  "relative_energy_kj_mol": 624.3,
  "total_energy_ha": -344.36412
}

=====

Entry 4:
{
  "formula": "C5H6O2",
  "method": "wB97M-V/def2-TZVPD",
  "species": ["C", "C", "O", "C", "O", "C", "C", "H", "H", "H", "H", "H", "H"],
  "positions_angstrom": [[-0.859, 1.348, 0.527], [-0.432, 0.089, 0.551], [-2.188, -1.904, -0.631], [0.697, -0.377, -0.311], [0.559, -1.242, -1.158], [1.997, 0.220, -0.052], [3.080, 0.656, 0.247], [-1.733, 1.650, 1.096], [-2.528, -1.016, -0.793], [-0.386, 2.106, -0.093], [-0.946, -0.691, 1.108], [-1.296, -1.876, -1.018], [4.036, 1.037, 0.529]],
  "atomic_forces_ev_per_a": [[0.0, -0.2, 0.0], [-0.1, 0.3, 0.0], [0.0, 0.0, -0.2], [0.0, -0.3, -0.2], [0.1, 0.3, 0.4], [0.6, 0.3, 0.1], [-0.5, -0.2, -0.1], [0.1, 0.0, -0.1], [0.0, -0.2, 0.0], [0.0, -0.1, 0.2], [0.1, 0.1, -0.1], [-0.1, -0.1, 0.0], [-0.1, 0.0, -0.1]],
  "smiles": "C#CC(=O)C=C.O",
  "gap_ev": 10.127,
  "relative_energy_kj_mol": 282.7,
  "total_energy_ha": -344.49424
}

=====

Entry 5:
{
  "formula": "C5H6O2",
  "method": "wB97M-V/def2-TZVPD",
  "species": ["C", "C", "C", "C", "C", "H", "H", "H", "H", "H", "H", "O", "O"],
  "positions_angstrom": [[-1.102, -2.126, 0.578], [-0.709, -0.690, 0.916], [-0.864, 0.501, 1.382], [0.489, 0.178, 0.750], [0.761, 0.784, -0.638], [-1.177, -2.183, -0.577], [-0.523, -2.984, 0.817], [-2.141, -2.523, 1.026], [-1.743, 1.289, 1.654], [1.280, 0.010, 1.254], [0.321, 0.465, -2.359], [0.142, 0.019, -1.644], [1.424, 1.736, -0.825]],
  "atomic_forces_ev_per_a": [[-3.5, 0.3, -1.4], [0.0, -2.5, 0.3], [-2.7, 1.5, 0.2], [-5.7, 1.8, -4.5], [-1.4, -3.0, 1.3], [-0.1, 0.2, 1.8], [1.6, 0.0, 0.6], [1.9, 1.6, -1.1], [2.8, -1.9, -0.4], [5.5, -0.7, 3.8], [1.4, 3.7, -6.7], [-0.7, -2.4, 7.1], [0.8, 1.3, -0.9]],
  "smiles": "CC1=C[C@@H]1C(=O)O",
  "gap_ev": 10.329,
  "relative_energy_kj_mol": 341.9,
  "total_energy_ha": -344.47169
}

=====

Entry 6:
{
  "formula": "C5H6O2",
  "method": "wB97M-V/def2-TZVPD",
  "species": ["O", "C", "C", "O", "C", "C", "C", "H", "H", "H", "H", "H", "H"],
  "positions_angstrom": [[-2.218, 0.390, 0.308], [-1.116, 0.091, -0.061], [-0.764, -0.211, -1.520], [0.631, -0.652, -1.473], [1.065, -0.549, -0.267], [0.574, 0.994, 1.573], [0.168, -0.067, 0.726], [-0.819, 0.684, -2.144], [-1.343, -1.025, -1.955], [2.102, -0.821, -0.092], [-0.027, 1.893, 1.597], [1.559, 0.980, 2.024], [0.087, -1.430, 1.112]],
  "atomic_forces_ev_per_a": [[0.5, 0.0, 0.0], [-0.5, -0.1, -0.2], [0.3, -0.2, 0.1], [-0.7, -0.1, -1.0], [1.4, 1.8, 0.3], [0.7, 0.6, 0.4], [-0.5, -3.1, -0.5], [0.0, -0.1, 0.1], [0.0, 0.1, 0.1], [-0.1, 0.0, -0.1], [0.0, -0.2, 0.1], [-0.2, 0.0, 0.0], [-1.0, 1.3, 0.8]],
  "gap_ev": [7.313, 5.540],
  "relative_energy_kj_mol": 553.3,
  "total_energy_ha": -344.39115
}

=====

Entry 7:
{
  "formula": "C5H6O2",
  "method": "wB97M-V/def2-TZVPD",
  "species": ["C", "C", "O", "C", "O", "C", "C", "H", "H", "H", "H", "H", "H"],
  "positions_angstrom": [[-1.428, -1.742, 0.003], [-0.274, -0.842, 0.261], [0.614, -0.725, -0.649], [1.791, -0.076, -0.598], [1.856, 0.852, 0.464], [0.998, 1.850, 0.387], [0.196, 2.746, 0.344], [-1.497, -1.976, -1.063], [-2.359, -1.261, 0.322], [-1.343, -2.686, 0.559], [-0.121, -0.328, 1.205], [2.017, 0.343, -1.575], [-0.489, 3.563, 0.308]],
  "atomic_forces_ev_per_a": [[0.0, 0.0, 0.0], [-0.6, 0.0, 0.8], [0.5, -0.1, -0.7], [-0.2, 0.2, -0.1], [-0.1, 0.2, 0.1], [-0.3, 0.3, 0.0], [0.4, -0.4, 0.0], [0.0, 0.0, 0.1], [0.1, -0.1, 0.0], [0.0, 0.1, -0.1], [0.0, -0.1, -0.1], [0.1, -0.1, 0.1], [0.1, -0.1, 0.0]],
  "gap_ev": [7.767, 8.905],
  "relative_energy_kj_mol": 592.1,
  "total_energy_ha": -344.37639
}

=====

Entry 8:
{
  "formula": "C5H6O2",
  "method": "wB97M-V/def2-TZVPD",
  "species": ["O", "C", "C", "O", "C", "C", "C", "H", "H", "H", "H", "H", "H"],
  "positions_angstrom": [[1.219, 2.041, 0.831], [0.736, 0.978, 0.479], [1.445, -0.273, 0.173], [0.605, -1.259, 0.006], [-0.599, -0.739, -0.444], [-1.547, -0.553, 0.641], [-0.673, 0.646, 0.081], [2.489, -0.525, 0.304], [1.091, 0.076, -2.193], [0.369, -0.265, -2.174], [-1.330, -0.973, 1.617], [-2.600, -0.412, 0.418], [-1.261, 1.437, -0.374]],
  "atomic_forces_ev_per_a": [[-0.3, -0.4, -0.2], [0.2, -0.1, -0.2], [0.3, 0.3, 1.0], [-0.1, 0.0, -0.8], [-0.5, 0.0, 0.6], [-0.1, -0.1, 0.2], [0.1, 0.3, -0.4], [-0.1, 0.1, -0.1], [-1.0, -0.5, -0.1], [1.2, 0.6, -0.2], [0.0, 0.0, 0.0], [0.2, 0.0, 0.0], [0.1, -0.1, 0.1]],
  "gap_ev": [7.803, 8.001],
  "relative_energy_kj_mol": 529.8,
  "total_energy_ha": -344.40014
}